17
Properties=species:S:1:pos:R:3:forces:R:3:lowdin_charge:R:1 method="wB97M-V/def2-TZVPD" multiplicity=1 charge=-1 e_lumo_ev=2.10 gap_ha=0.1248
K 1.1068 -0.6920 -1.9131 10.0851 3.3346 -4.3041 1.04
C -0.6522 -0.3025 -3.4838 -3.5261 2.0214 -1.6801 -1.17
O -0.7997 -1.2056 -2.6636 -0.8719 -4.9385 2.4351 -0.24
O 0.3988 0.3856 -3.5258 2.0013 3.1186 -2.9639 -0.32
O -1.6810 -0.0103 -4.0963 -2.3034 1.7582 -3.2143 -0.12
C -0.4489 -0.8355 0.2325 -0.2802 -2.2925 -0.3904 -0.27
O 0.1626 -1.5347 -0.5977 -5.7213 -2.9170 11.8852 -0.31
N 0.0220 0.0027 1.2130 1.9586 -0.4250 0.3367 -0.17
C -0.7957 1.0663 1.7956 0.6760 -0.5069 0.2311 -0.05
C 1.4641 0.0233 1.5996 -0.1898 -0.0987 -0.6672 -0.04
H -1.5338 -0.9299 0.3950 -0.1660 0.2870 -0.9380 0.15
H -1.8678 0.8909 1.7059 0.1552 0.0848 -0.6659 0.09
H -0.4265 1.9979 1.3668 -0.6364 0.2949 -0.0037 0.09
H -0.6326 1.1072 2.8725 0.2663 -0.0354 0.1231 0.08
H 1.9905 0.9163 1.2628 -0.2348 0.3140 -0.0502 0.08
H 1.6602 -0.0787 2.6670 -0.6668 0.1850 0.2361 0.08
H 2.0330 -0.8009 1.1694 -0.5456 -0.1843 -0.3694 0.08

***

15
Properties=species:S:1:pos:R:3:forces:R:3:nbo_charge:R:1 method="wB97M-V/def2-TZVPD" multiplicity=1 charge=+2 e_above_lowest_kj_mol=0.00 e_lumo_ev=-10.83 gap_ha=0.1742
O 0.4990 0.4683 0.9983 0.8266 -2.4579 1.0906 -0.79
C 0.5765 1.4116 -0.1828 0.2906 0.8811 -0.1835 -0.51
C -0.6044 0.9628 -0.9855 0.2394 -1.9088 -0.0730 -0.43
Li 0.4234 3.2559 0.7597 -0.0997 0.2821 -0.2388 0.94
Mg 2.1163 -0.5165 1.5190 -1.2210 -0.3445 -0.4697 1.88
H 1.4899 1.1842 -0.7648 -0.1281 -0.3274 0.2456 0.14
H -1.5526 1.3628 -0.5935 0.1510 -0.5122 -0.1507 0.22
H -0.5142 1.2563 -2.0389 -0.0653 -0.2530 0.2524 0.27
C -0.2869 -0.8378 0.6825 -0.4511 1.0757 -0.4281 0.33
C -0.5309 -0.7177 -0.7888 -1.4834 2.1471 -0.3803 -0.50
O 0.5719 -1.9315 1.0006 2.1544 0.8285 0.4436 -0.84
H -1.0789 -0.8689 1.4398 -0.2386 0.3120 -0.7197 0.22
H 0.2439 -1.2124 -1.3884 0.0879 0.4105 0.2627 0.25
H -1.4853 -1.1511 -1.1026 0.1031 0.0127 0.2325 0.28
H 0.1323 -2.6660 1.4453 -0.1659 -0.1458 0.1165 0.55

***

15
Properties=species:S:1:pos:R:3:forces:R:3:nbo_charge:R:1 method="wB97M-V/def2-TZVPD" multiplicity=2 charge=+3 s_squared=0.85 e_lumo_ev="-13.52 / -14.22" gap_ha="0.2816 / 0.2672"
O 1.2754 -0.6308 -0.7884 2.1726 1.8642 -1.5675 -0.61
C 1.2621 0.4606 -1.4903 -5.2998 -3.9048 0.9123 0.18
C 0.0154 1.1972 -1.2315 2.6239 1.3865 -0.2215 -0.35
Li 3.0740 1.3879 -0.3688 1.0079 0.2661 0.3578 1.00
Yb -0.9453 -1.8057 -0.4889 -0.4382 -1.2292 -4.7946 1.80
H 1.7050 0.5411 -2.4821 1.3220 0.0407 -0.0292 0.26
H 0.0916 1.7639 -0.3166 -0.5477 0.2978 0.1513 0.23
H -0.4520 1.6685 -2.0844 -0.4828 0.2217 -0.0673 0.28
C -0.4827 -0.8145 1.6107 -3.5551 2.9940 -2.2031 0.21
C -1.2639 0.0905 0.5638 2.1593 -2.2017 4.1046 -0.93
O -0.5173 -2.1499 1.5981 0.2376 0.2964 1.7265 -0.74
H -0.2940 -0.4330 2.6129 0.3163 0.0791 -0.2687 0.30
H -1.1490 0.7527 1.3511 0.5241 2.4237 2.3662 0.36
H -1.8252 1.0031 0.2571 -0.7277 -1.0572 -1.0689 0.44
H -0.4942 -3.0315 1.2571 0.6875 -1.4773 0.6019 0.58

***

12
Properties=species:S:1:pos:R:3:forces:R:3:nbo_charge:R:1 method="wB97M-V/def2-TZVPD" smiles="[H]/N=C/C.C#C" multiplicity=1 e_above_lowest_kj_mol=521.24 e_lumo_ev=0.43 gap_ha=0.3396
H 2.0300 2.2421 -0.6661 -0.9188 -0.3752 -0.4514 0.35
N 1.4573 1.7583 0.0303 -0.9638 0.5805 2.0725 -0.58
C 1.0378 0.5975 -0.2316 6.4357 -4.0106 -3.2119 0.09
C 1.1954 -0.8340 0.3914 -2.9750 1.3568 3.2938 -0.65
H 1.6058 0.0281 -1.0620 -1.3689 2.4927 -1.9005 0.11
H 2.1347 -1.3713 0.2046 -0.0726 0.9800 -0.4746 0.23
H 1.0816 -0.6921 1.4630 -0.0761 -0.8416 0.5497 0.20
H 0.3674 -1.4269 0.0104 0.0002 -0.2155 0.0949 0.23
C -2.2285 0.2481 0.0410 -0.2758 -0.1230 0.1882 -0.24
C -3.1982 -0.4102 -0.2030 0.3250 0.2459 0.2031 -0.23
H -1.4049 0.8371 0.3618 0.1081 0.1061 -0.1480 0.24
H -4.0785 -0.9767 -0.3397 -0.2180 -0.1961 -0.2157 0.23

***

12
Properties=species:S:1:pos:R:3:forces:R:3:nbo_charge:R:1 method="wB97M-V/def2-TZVPD" smiles="CC[C@@H]1C=N1" multiplicity=1 e_above_lowest_kj_mol=348.04 e_lumo_ev=1.12 gap_ha=0.3923
C 0.3634 1.1470 -0.7545 -2.3549 -2.1658 0.5000 -0.63
C 0.6548 -0.3487 -0.7239 -0.9005 0.6336 7.5159 -0.38
C -0.5664 -1.0950 0.3990 3.6031 2.1824 -1.7380 -0.15
C -0.8665 -0.2491 1.5169 0.7784 -1.0821 -0.4660 0.03
N -0.0693 -1.1898 1.8541 -1.4961 1.2866 -0.5911 -0.29
H -0.7338 1.1957 -0.9845 0.8884 0.6572 -0.0327 0.20
H 0.9428 1.5070 -1.5650 0.6321 1.4052 -0.2274 0.22
H 0.4965 1.4837 0.3013 0.3629 0.4952 -1.2300 0.21
H 1.6490 -0.4169 -0.1753 -1.0918 -0.6868 -0.8316 0.19
H 0.5817 -0.9399 -1.5141 -0.0283 -1.9631 -3.9402 0.19
H -1.1827 -1.8304 -0.0787 -0.3851 -0.3974 0.2716 0.19
H -1.2694 0.7364 1.7246 -0.0082 -0.3651 0.7695 0.22

***

12
Properties=species:S:1:pos:R:3:forces:R:3:nbo_charge:R:1 method="wB97M-V/def2-TZVPD" multiplicity=1 e_above_lowest_kj_mol=352.19 e_lumo_ev="0.10 / -0.42" gap_ha="0.3123 / 0.2783"
C -0.5222 -0.3997 -0.4531 -0.0932 1.5846 -0.3497 0.22
C 0.4223 -1.4087 -0.2215 0.4061 -0.1637 0.2984 -0.33
C 0.1416 1.0195 -0.2944 -0.4009 -0.5190 -0.5795 -0.54
C 0.6306 0.6978 1.0335 0.3694 -0.4957 0.3327 -0.24
N -1.7728 -0.6004 -0.4931 -0.9423 -0.8856 -0.1430 -0.69
H 0.0986 -2.4369 -0.2197 -0.0879 -0.1637 0.1946 0.21
H 1.4715 -1.2266 -0.3461 0.2224 0.1360 -0.1118 0.19
H 0.9173 1.2033 -1.0342 0.0177 0.0238 0.0489 0.22
H -0.6295 1.7855 -0.3378 0.0449 0.0082 -0.0201 0.23
H -0.0574 0.6805 1.8587 -0.1180 -0.0140 0.1739 0.20
H 1.6651 0.4997 1.2352 0.2585 0.1736 0.1157 0.20
H -2.3651 0.1860 -0.7274 0.3233 0.3156 0.0400 0.34

***

12
Properties=species:S:1:pos:R:3:forces:R:3:nbo_charge:R:1 method="wB97M-V/def2-TZVPD" smiles="CC1=C(C)N1" multiplicity=1 e_above_lowest_kj_mol=402.09 e_lumo_ev=0.96 gap_ha=0.2973
C 1.5458 0.5024 -1.3836 -1.2280 1.3747 1.9173 -0.67
C 0.5583 0.1656 -0.1926 -0.7325 -0.6763 -2.1871 0.16
C -0.5105 -0.1093 0.5066 1.6950 -0.5191 -1.9959 0.11
C -1.9154 -0.3834 0.7010 -2.6644 2.2416 0.6523 -0.67
N 0.7748 -0.0220 1.2166 1.5226 -0.0425 3.0976 -0.66
H 2.5049 0.1844 -0.8983 -0.5338 0.1965 -1.1894 0.24
H 1.3063 0.0580 -2.4262 0.3888 0.7880 2.0679 0.25
H 1.5387 1.6908 -1.3534 0.2220 -2.4479 -0.5941 0.24
H -2.2996 0.1908 1.7046 0.7650 -1.0899 -2.4917 0.22
H -2.4132 0.0736 -0.2643 0.4851 -0.9042 2.0987 0.24
H -2.2988 -1.4158 0.8405 0.8212 0.3871 -0.2610 0.24
H 1.2088 -0.9351 1.5490 -0.7410 0.6920 -1.1146 0.30

***

12
Properties=species:S:1:pos:R:3:forces:R:3:nbo_charge:R:1 method="wB97M-V/def2-TZVPD" smiles="C=C[C@@H]1CN1" multiplicity=1 e_above_lowest_kj_mol=407.50 e_lumo_ev=1.19 gap_ha=0.3631
C -1.5823 0.2588 -0.2791 -1.1676 2.4210 -0.5198 -0.44
C -0.6321 0.5439 0.6305 -7.1419 0.2579 0.3984 -0.19
C 0.6843 0.4081 0.5096 4.7391 0.3372 -1.8386 -0.16
C 1.0696 -0.3757 -0.6897 5.6787 2.5708 -1.9985 -0.24
N 1.1798 -0.9459 0.5369 0.5569 -4.4115 3.9634 -0.56
H -1.3609 0.0737 -1.4282 -0.7812 0.3308 2.7712 0.21
H -2.5631 0.7504 0.1165 1.1629 -1.7740 -1.4644 0.22
H -0.9914 0.8359 1.6141 -0.1849 0.2430 0.0182 0.20
H 1.2196 1.3645 0.8226 0.2920 -2.0245 -0.0248 0.23
H 0.3837 -0.9065 -1.1912 -2.2782 -0.6650 -2.8909 0.19
H 2.1329 -0.2338 -1.1419 -2.1623 0.1630 0.1404 0.19
H 0.4598 -1.7732 0.4998 1.2865 2.5514 1.4455 0.36

***

12
Properties=species:S:1:pos:R:3:forces:R:3:nbo_charge:R:1 method="wB97M-V/def2-TZVPD" multiplicity=1 e_above_lowest_kj_mol=469.88 e_lumo_ev=0.91 gap_ha=0.3244
C 1.2070 -0.9332 0.1855 0.0401 -0.0025 0.0437 -0.60
C 0.1817 -0.0901 -0.5492 0.1116 0.0976 -0.0655 -0.29
C -1.2548 0.0370 0.1028 -0.3908 -0.3188 0.1060 -0.73
C -0.0095 1.2792 -0.1927 0.2704 0.4912 -0.0102 0.27
N -0.1326 2.4571 0.1130 0.1840 -0.5826 -0.2005 -0.50
H 0.9640 -1.9938 0.0630 0.0157 0.1688 0.0070 0.22
H 2.2161 -0.7600 -0.2006 -0.1462 -0.0205 0.0534 0.22
H 1.2020 -0.7020 1.2551 0.0000 -0.0134 -0.1469 0.22
H 0.1407 -0.2834 -1.6232 0.0010 0.0713 0.1547 0.24
H -1.3133 -0.4809 1.0599 0.0022 0.0511 -0.1681 0.22
H -1.1385 1.6389 0.3833 -0.2048 0.0508 0.1070 0.50
H -2.0627 -0.1688 -0.5968 0.1168 0.0071 0.1194 0.22

***

Values for max |F|, hartree/bohr, ordered as above
0.263 0.055 0.129 0.160 0.148 0.032 0.069 0.139 0.013